No. 1
# C4H10O3

A 2-piece molecular cluster, C4H10O3 overall in a non-equilibrium geometry (ωB97M-V/def2-TZVPD, OMol25).

Cartesian coordinates (Å):
O 3.022857 1.204696 -0.947803
C 1.959428 1.573963 -0.663533
C 1.011202 0.487067 -0.149007
C -0.405865 0.448413 -0.967357
C -1.422575 -0.440830 -0.285009
O -2.663388 -0.527813 -1.147164
H 1.470646 2.580277 -0.673053
H 1.405541 -0.559373 0.081574
H 0.581194 0.674715 0.873145
H -0.153101 0.331475 -2.056864
H -0.908351 1.474498 -0.959476
H -1.788009 -0.060452 0.685156
H -1.073029 -1.505204 -0.059453
H -3.054701 0.390651 -1.149260
O 0.595457 -1.693217 2.248629
H 1.433709 -1.960038 2.707135
H -0.011015 -2.418828 2.462338

Cartesian forces (eV/Å) of the 2 atoms listed first:
4.1 0.6 -1.5
-4.4 -1.9 2.1

The SMILES is O=CCCCO.O. The charge is 0. The energy above the lowest of the compared OMol25 structures with the same formula, charge and spin is 235.6 kJ/mol.

No. 2
# C4H10O3P

C4H10O3P as an isolated structure in a non-equilibrium geometry (ωB97M-V/def2-TZVPD, OMol25).

Cartesian coordinates (Å):
C 0.512725 -1.220931 1.865619
C -0.997691 -1.284034 -0.148786
C -0.407376 1.960570 -1.591671
C -0.362053 -0.421516 0.916281
O 1.420215 1.672283 1.178048
O 1.772984 0.009918 -0.760985
O 0.262485 1.469932 -2.713644
P 0.858318 0.761479 0.148666
H 1.065981 -0.532762 2.503473
H -0.066492 -1.905920 2.491689
H 1.234746 -1.792637 1.282554
H -0.216812 -1.652183 -0.811456
H -1.698955 -0.702371 -0.742297
H -1.525531 -2.133887 0.292919
H -1.467251 1.702278 -1.598562
H -0.241741 3.026535 -1.428497
H -1.110279 0.147826 1.472615
H 0.966726 0.895421 -2.355967

Cartesian forces (eV/Å) of the 2 atoms listed first:
0.0 -0.1 0.3
-0.1 0.0 0.0

The charge is -1. The energy above the lowest of the compared OMol25 structures with the same formula, charge and spin is 0.0 kJ/mol.

No. 3
# C4H10OS

A single C4H10OS molecule in a non-equilibrium geometry (ωB97M-V/def2-TZVPD, OMol25).

Cartesian coordinates (Å):
C -1.930220 -0.486286 0.206048
C -0.762163 0.367344 -0.221218
O -0.765036 1.516835 0.569868
C 0.613178 -0.388501 -0.165206
C 1.743580 0.539266 -0.635622
S 0.624578 -1.033420 1.501671
H -1.764983 -0.882556 1.190600
H -2.055205 -1.389556 -0.308901
H -2.920641 -0.053048 0.040869
H -0.925519 0.743340 -1.203985
H 0.174059 1.707781 0.668126
H 0.415281 -1.295756 -0.829568
H 1.874209 1.329245 0.034910
H 2.612882 -0.063496 -0.753645
H 1.248174 0.979979 -1.476836
H 1.817827 -1.591171 1.382889

Cartesian forces (eV/Å) of the 2 atoms listed first:
-0.5 0.2 0.1
-0.2 -0.8 -0.1

The SMILES is C[C@@H](O)[C@@H](C)S. The charge is 0. The energy above the lowest of the compared OMol25 structures with the same formula, charge and spin is 84.0 kJ/mol.

No. 4
# C4H10OS

An isolated ion of composition C4H10OS and charge +1 in a non-equilibrium geometry (ωB97M-V/def2-TZVPD, OMol25).

Cartesian coordinates (Å):
C -1.799461 -0.573807 0.621865
O -2.954828 0.243344 0.771111
C -0.736067 0.270396 -0.043381
C 0.676050 -0.363587 0.107907
C 1.735763 0.568458 -0.525565
S 3.225741 -0.407485 -0.611050
H -1.565628 -0.943254 1.632331
H -1.941078 -1.547883 0.137837
H -3.636284 -0.026029 0.125757
H -0.736026 1.275305 0.386730
H -0.851838 0.388692 -1.129325
H 0.602108 -1.329461 -0.401717
H 0.654101 -0.584402 1.181734
H 1.343701 0.958868 -1.477856
H 1.870538 1.488678 0.065035
H 4.113207 0.582173 -0.841419

Cartesian forces (eV/Å) of the 2 atoms listed first:
-0.5 -0.1 0.5
-0.6 -0.8 -0.8

Its multiplicity is 2. The charge is +1. The energy above the lowest of the compared OMol25 structures with the same formula, charge and spin is 74.9 kJ/mol.

No. 5
# C4H10OS2

A 2-piece molecular cluster, C4H10OS2 overall in a non-equilibrium geometry (ωB97M-V/def2-TZVPD, OMol25).

Cartesian coordinates (Å):
C 2.350335 -1.091806 1.587524
C 1.625694 -1.082089 0.447320
O 1.807762 -0.114388 -0.494133
H 2.085705 -1.734417 2.446822
H 3.112319 -0.340367 1.814008
H 0.794048 -1.811827 0.245956
H 1.111226 -0.179315 -1.161372
C -1.217743 2.066983 0.103808
C -1.736647 0.635218 -0.145496
S -1.158578 0.145611 -1.838531
S -1.432962 -1.863598 -1.983029
H -1.486729 2.787987 -0.686395
H -0.114663 2.100330 0.186607
H -1.665071 2.395449 1.079123
H -2.790258 0.421410 -0.042518
H -1.177628 -0.029849 0.515073
H -0.106818 -2.305336 -2.074762

Cartesian forces (eV/Å) of the 2 atoms listed first:
-0.9 0.0 0.0
-0.1 -0.2 1.2

The SMILES is C=CO.CCSS. The charge is 0. The energy above the lowest of the compared OMol25 structures with the same formula, charge and spin is 144.0 kJ/mol.

No. 6
# C4H10OS2

A 2-piece molecular cluster, C4H10OS2 overall in a non-equilibrium geometry (ωB97M-V/def2-TZVPD, OMol25).

Cartesian coordinates (Å):
C -0.186048 1.069934 -1.218849
C -0.347748 0.214494 0.058971
C 0.945061 -0.406716 0.606341
S 2.022391 0.818924 1.209390
S 2.469941 1.736074 -0.650419
C 0.767222 2.288103 -1.070139
H 0.227582 0.395054 -1.992738
H -1.162258 1.442693 -1.584238
H -0.963668 -0.698506 -0.052899
H -0.761878 0.798494 0.903301
H 0.714352 -1.086875 1.448730
H 1.569521 -0.966096 -0.116569
H 0.405292 2.879393 -0.207109
H 0.826922 2.967363 -1.942188
O -2.101237 -3.877615 1.146541
H -1.475798 -3.972965 1.900200
H -2.949657 -3.601754 1.561680

Cartesian forces (eV/Å) of the 2 atoms listed first:
0.3 -0.2 -0.5
0.1 -0.7 0.5

The SMILES is C1CCSSC1.O. The charge is 0. The energy above the lowest of the compared OMol25 structures with the same formula, charge and spin is 42.9 kJ/mol.